No. 1
# C22H30BFIN4O5PSn

C22H30BFIN4O5PSn as an isolated structure in a non-equilibrium geometry (ωB97M-V/def2-TZVPD, the OMol25 dataset).

Properties
* E_HOMO: -13.39 eV
* multiplicity: 1
* Kohn-Sham gap: 2.95 eV
* LUMO level: -10.4 eV
* charge: +2

Last column: Mulliken charge in e.
Cartesian coordinates (Å):
I (3.660, -3.865, 1.031)  -0.07
Sn (2.510, 3.211, -3.280)  1.07
P (1.519, -3.681, -0.114)  -0.16
F (-0.495, 4.035, 0.431)  -0.32
O (-0.612, -1.347, -5.139)  -0.35
O (0.108, 4.119, 4.469)  -0.70
O (1.924, -2.822, -1.471)  -0.32
O (-2.098, 3.546, 3.832)  -0.44
O (0.853, -2.388, -6.491)  -0.49
N (-3.813, -0.281, 2.844)  -0.53
N (1.333, -1.074, 0.672)  -0.30
N (-2.158, -3.890, 1.354)  -0.52
N (-0.728, -1.505, 2.494)  -0.32
C (0.450, 4.694, 1.220)  -0.53
C (-0.857, -3.851, 2.021)  -1.17
C (0.052, -1.335, -3.882)  -0.55
C (0.815, -0.054, 1.390)  -0.49
C (2.408, 1.444, 0.184)  -1.89
C (0.864, 2.298, 1.969)  0.70
C (-1.010, -4.632, -5.200)  -0.77
C (-0.215, -0.271, 2.318)  0.71
C (-3.211, 0.726, 3.312)  -0.10
C (1.795, 2.219, -1.013)  -0.07
C (-0.447, -0.127, -3.111)  -0.93
C (0.834, -2.266, 0.874)  0.15
C (0.500, 0.176, -1.931)  0.39
C (-0.736, 0.827, 3.074)  -0.13
C (1.439, 3.690, 1.826)  -1.68
C (-0.231, -2.495, 1.796)  0.34
C (-1.185, -3.538, -5.926)  -0.12
C (1.339, 1.256, 1.218)  0.86
C (1.484, 1.317, -2.245)  -1.01
C (-0.200, -2.427, -5.916)  0.58
C (-1.880, 0.534, 4.007)  -1.67
C (-0.203, 2.083, 2.910)  0.62
B (-0.765, 3.286, 3.789)  0.79
H (0.965, 5.432, 0.604)  0.41
H (-1.817, 1.135, 4.914)  0.50
H (1.092, -0.716, -1.718)  -0.19
H (0.718, 3.645, 5.045)  0.36
H (2.410, 0.959, -2.762)  0.43
H (-0.066, -4.876, -4.732)  0.30
H (-1.835, -5.318, -5.070)  0.29
H (-0.196, -4.662, 1.714)  0.57
H (0.888, 1.954, -2.991)  0.39
H (-2.059, -3.395, -6.552)  0.35
H (2.622, 2.979, -1.285)  0.03
H (-2.383, 3.790, 4.721)  0.31
H (-2.124, -4.489, 0.541)  0.22
H (-1.425, -0.353, -2.690)  0.36
H (-0.059, 0.479, -1.050)  0.41
H (0.905, 2.807, -0.775)  0.98
H (-1.854, -0.510, 4.306)  0.42
H (-2.882, -4.224, 1.971)  0.23
H (-0.066, 5.256, 1.996)  0.38
H (3.230, 2.028, 0.596)  0.73
H (1.131, -1.271, -4.063)  0.34
H (-0.987, -3.944, 3.098)  0.40
H (-4.691, -0.001, 2.409)  0.27
H (1.706, 4.032, 2.822)  0.67
H (-3.617, 1.733, 3.224)  0.46
H (2.880, -2.778, -1.592)  0.24
H (-0.561, 0.730, -3.777)  0.31
H (2.361, 3.712, 1.246)  0.37
H (2.844, 0.503, -0.141)  0.51
H (-0.175, -2.247, -3.324)  0.37

No. 2
# C22H30BFIO8PS

A 3-piece molecular cluster, C22H30BFIO8PS overall in a non-equilibrium geometry (ωB97M-V/def2-TZVPD, the OMol25 dataset).

Properties
* E_HOMO: -8.59 eV
* multiplicity: 1
* Kohn-Sham gap: 7.31 eV
* structure (SMILES): CC(C)CC1=C(I)C(=O)c2cc(F)c([PH2]=S)c(B(O)O)c2C1=O.CCOC(C)=O.CCOC(C)=O
* LUMO level: -1.3 eV

Last column: Mulliken charge in e.
Cartesian coordinates (Å):
I (0.246, -4.941, -1.740)  0.10
S (-1.627, 2.705, 3.083)  -0.39
P (0.208, 2.702, 2.411)  0.11
F (0.869, 2.400, -0.452)  -0.36
O (0.898, 0.692, 4.608)  -0.54
O (1.386, -2.842, 3.105)  -0.63
O (2.428, -2.381, -1.597)  -0.53
O (0.452, 7.288, 2.673)  -0.36
O (-0.803, -4.184, -7.956)  -0.56
O (-0.638, -1.063, 4.211)  -0.53
O (0.864, -4.174, -6.523)  -0.37
O (-0.349, 5.463, 3.608)  -0.53
C (-1.882, 6.620, 2.231)  -0.86
C (0.406, 8.306, 1.670)  -0.40
C (0.996, -2.573, 1.988)  -0.40
C (-0.533, 6.392, 2.870)  0.71
C (2.116, -3.660, -6.059)  -0.59
C (-2.208, -3.783, 2.993)  -1.45
C (1.281, -1.090, 0.068)  0.98
C (0.524, -3.651, 1.024)  0.36
C (1.607, -2.345, -0.707)  0.05
C (0.142, -3.601, -7.504)  0.73
C (0.485, -2.198, -7.950)  -0.90
C (0.657, -0.070, 2.155)  0.50
C (0.925, 1.214, 0.182)  0.58
C (0.817, -3.548, -0.266)  0.17
C (-0.309, 9.545, 2.167)  -0.97
C (0.979, -1.180, 1.416)  0.06
C (1.256, 0.120, -0.561)  -0.96
C (-1.800, -4.322, 1.608)  1.08
C (0.634, 1.170, 1.513)  -0.22
C (-0.303, -4.785, 1.589)  -1.90
C (1.924, -2.607, -4.988)  -0.60
C (-2.769, -5.405, 1.067)  -1.36
B (0.269, -0.159, 3.704)  0.59
H (-1.838, 7.153, 1.284)  0.33
H (2.722, -3.301, -6.892)  0.39
H (-1.878, -3.459, 0.938)  0.20
H (1.097, 2.889, 3.485)  0.15
H (0.232, -2.105, -9.003)  0.31
H (-3.034, -5.128, 0.044)  0.31
H (0.165, 9.915, 3.077)  0.30
H (0.229, 1.347, 4.867)  0.34
H (2.886, -2.271, -4.601)  0.36
H (-0.188, -1.869, 4.492)  0.33
H (-2.327, 5.647, 2.028)  0.21
H (1.480, 0.159, -1.620)  0.60
H (-0.024, 7.921, 0.744)  0.35
H (-2.056, -4.538, 3.768)  0.37
H (0.384, 3.734, 1.470)  0.01
H (1.383, -1.740, -5.370)  0.25
H (-0.282, 10.332, 1.413)  0.35
H (2.644, -4.514, -5.637)  0.33
H (-2.360, -6.413, 1.113)  0.32
H (-3.705, -5.324, 1.627)  0.37
H (-0.176, -5.692, 1.001)  0.61
H (0.020, -5.007, 2.611)  0.43
H (-0.109, -1.489, -7.376)  0.23
H (-1.351, 9.337, 2.411)  0.28
H (-2.516, 7.164, 2.929)  0.29
H (-1.615, -2.894, 3.200)  0.19
H (1.540, -1.950, -7.856)  0.32
H (1.445, 8.549, 1.452)  0.31
H (1.338, -3.014, -4.165)  0.09
H (-3.259, -3.494, 2.923)  0.47

No. 3
# C22H30BFN6O8P

A 3-piece molecular cluster, C22H30BFN6O8P overall in a non-equilibrium geometry (ωB97M-V/def2-TZVPD, the OMol25 dataset).

Properties
* E_HOMO: -11.54 eV
* multiplicity: 1
* Kohn-Sham gap: 7.89 eV
* LUMO level: -3.7 eV
* charge: +1

Last column: Mulliken charge in e.
Cartesian coordinates (Å):
P (-1.197, -3.645, 4.927)  0.28
F (-5.413, -1.890, 2.678)  -0.35
O (-0.559, 2.757, 0.530)  -0.61
O (-2.686, -5.448, 3.536)  -0.41
O (-0.663, 1.342, -1.110)  -0.62
O (-2.621, -7.125, 4.868)  -0.27
O (3.525, 6.449, -4.466)  -0.57
O (-4.711, -4.504, 1.647)  -0.51
O (-4.434, -2.425, 4.695)  -0.39
O (3.109, 4.719, -5.674)  -0.60
N (-1.982, -6.232, 4.544)  0.26
N (0.110, -4.083, 4.175)  -0.72
N (-2.635, -3.354, 2.593)  -0.15
N (-0.160, 2.302, -0.535)  1.02
N (-1.516, -1.162, 1.028)  -0.07
N (3.802, 5.666, -5.354)  1.00
C (7.432, 6.244, -7.430)  -0.40
C (0.988, 2.948, -1.165)  0.11
C (-2.907, -1.100, 1.476)  -1.27
C (-2.673, -4.403, 0.128)  -0.13
C (5.391, 5.015, -7.116)  -0.30
C (-4.048, -4.337, 5.960)  -1.67
C (-4.100, -3.811, 4.575)  1.22
C (-4.332, -1.718, 3.511)  -0.33
C (-2.999, -1.918, 2.766)  0.26
C (-3.948, -4.755, 7.076)  0.08
C (-0.824, 0.087, 1.378)  -1.35
C (2.516, 3.114, -2.992)  -0.55
C (5.056, 5.876, -6.085)  0.18
C (6.586, 5.203, -7.791)  -0.47
C (2.667, 4.647, -1.142)  -0.81
C (3.125, 4.194, -2.372)  -0.31
C (-1.496, -5.431, 0.291)  -1.02
C (-2.743, -4.079, 3.889)  0.12
C (7.080, 7.104, -6.398)  -0.49
C (1.442, 2.482, -2.389)  -0.20
C (1.593, 4.023, -0.531)  -0.21
C (5.885, 6.923, -5.721)  -0.32
B (-3.419, -4.104, 1.488)  0.30
H (-2.336, -3.426, -0.253)  0.14
H (-3.121, -0.059, 1.764)  0.56
H (2.878, 2.767, -3.949)  0.39
H (0.264, 0.037, 1.289)  0.43
H (-4.940, -4.332, 4.099)  0.42
H (-3.650, -1.358, 0.714)  0.25
H (1.237, 4.380, 0.424)  0.45
H (-3.404, -4.788, -0.588)  0.40
H (7.740, 7.915, -6.120)  0.37
H (-0.552, -4.982, -0.022)  0.32
H (0.970, 1.641, -2.878)  0.43
H (-1.050, 0.422, 2.401)  0.36
H (3.959, 4.687, -2.850)  0.51
H (-1.733, -6.278, -0.359)  0.34
H (4.737, 4.202, -7.399)  0.44
H (8.368, 6.385, -7.954)  0.38
H (5.615, 7.595, -4.919)  0.44
H (-5.354, -3.879, 1.287)  0.37
H (6.861, 4.537, -8.597)  0.37
H (0.699, -3.283, 3.968)  0.27
H (-1.160, -2.246, 5.156)  0.14
H (-3.847, -4.864, 8.132)  0.46
H (-1.629, -3.410, 2.332)  0.80
H (-1.287, -4.256, 6.194)  0.15
H (3.147, 5.489, -0.661)  0.38
H (-1.214, 0.903, 0.719)  0.50
H (-1.415, -5.847, 1.299)  0.22
H (-1.441, -1.372, 0.043)  0.34
H (-4.335, -0.660, 3.793)  0.54
H (-2.251, -1.492, 3.445)  0.10

Question: What is the formula in the first record?
Answer: C22H30BFIN4O5PSn